[1]
Entry from OMol25: a molecular structure, C38H34KN7P in a non-equilibrium geometry (ωB97M-V/def2-TZVPD).

Output
energy relative to the best compared isomer or geometry (same formula, charge and spin): 0.0 kcal/mol
net charge: -1
strongest force on any atom: 1.04 eV/Å
gap between HOMO and LUMO: 5.883 eV

Each line ends with the Mulliken charge.
Cartesian coordinates (Å):
K 10.610 10.776 9.787  1.255
P 13.327 11.193 11.460  0.920
N 9.802 10.264 12.382  1.108
N 10.944 9.067 7.805  -0.141
N 9.244 12.761 11.149  1.267
N 9.418 12.898 8.516  -0.093
N 9.082 13.926 10.692  -1.183
N 8.526 9.163 9.106  0.557
N 12.516 11.299 7.724  -0.030
C 10.719 8.764 14.098  0.247
C 13.248 12.384 7.733  -0.125
C 9.051 6.300 6.165  -0.750
C 7.372 9.249 9.730  -0.350
C 14.347 7.598 7.651  -0.845
C 9.932 7.875 12.018  0.030
C 7.628 7.347 7.786  1.013
C 12.265 8.901 7.684  -0.099
C 15.160 8.708 7.649  -1.111
C 8.696 8.245 8.145  0.033
C 11.160 7.489 14.462  -0.757
C 10.101 8.989 12.864  -1.123
C 9.462 15.275 8.736  -0.434
C 8.008 11.968 15.071  -0.572
C 9.990 8.147 7.492  -0.547
C 9.643 13.060 7.227  -0.297
C 9.185 11.203 13.051  0.132
C 12.910 11.677 13.191  -0.914
C 8.962 12.551 12.496  0.063
C 12.952 7.663 7.697  -0.431
C 13.115 10.083 7.695  -0.147
C 13.513 9.381 11.533  -0.416
C 9.675 15.439 7.359  -0.356
C 8.592 10.994 14.342  -1.142
C 10.371 6.598 12.390  -0.653
C 8.378 13.558 13.330  -0.403
C 6.418 7.437 8.497  -0.744
C 15.091 11.693 11.299  -1.311
C 7.931 13.293 14.599  -0.851
C 9.769 14.297 6.587  -0.691
C 10.979 6.386 13.622  -0.594
C 7.829 6.379 6.779  -0.922
C 14.546 9.968 7.663  1.679
C 15.293 11.182 7.614  -0.842
C 9.335 13.999 9.280  -0.100
C 6.281 8.398 9.476  -0.921
C 14.663 12.387 7.668  -0.702
C 10.098 7.156 6.505  -0.707
H 9.935 14.335 5.525  0.417
H 12.721 13.329 7.761  0.355
H 15.455 11.289 10.362  0.286
H 12.556 8.921 11.784  -0.178
H 11.328 5.405 13.908  0.375
H 16.377 11.117 7.567  0.344
H 7.033 5.695 6.531  0.361
H 11.895 11.322 13.360  -0.059
H 9.474 8.028 11.047  0.239
H 10.208 5.791 11.691  0.451
H 15.219 13.328 7.627  0.374
H 7.533 11.743 16.014  0.385
H 12.368 6.763 7.768  0.607
H 9.212 5.563 5.386  0.364
H 15.716 11.264 12.092  0.399
H 11.680 7.363 15.416  0.310
H 10.892 9.583 14.781  0.469
H 9.384 16.117 9.403  0.452
H 5.597 6.774 8.249  0.390
H 13.873 9.003 10.569  0.094
H 7.483 14.059 15.218  0.352
H 5.362 8.512 10.036  0.422
H 14.255 9.085 12.311  0.421
H 14.793 6.617 7.639  0.341
H 11.021 7.089 5.948  0.549
H 13.584 11.218 13.920  0.410
H 16.238 8.638 7.604  0.361
H 12.958 12.761 13.227  0.401
H 8.592 9.967 14.663  0.522
H 9.798 16.433 6.936  0.374
H 7.276 10.016 10.495  0.310
H 8.258 14.549 12.904  0.411
H 15.199 12.786 11.287  0.331
H 9.790 12.144 6.669  0.363

---

[2]
Entry from OMol25: a gas-phase ion, C38H34O3P (charge +1) in a non-equilibrium geometry (ωB97M-V/def2-TZVPD).

Output
net charge: +1
strongest force on any atom: 3.52 eV/Å
gap between HOMO and LUMO: 6.821 eV

Each line ends with the Mulliken charge.
Cartesian coordinates (Å):
P -1.006 0.992 -1.142  2.439
O 2.251 -0.445 6.525  -0.531
O -0.377 2.520 1.672  -0.547
O 1.797 -5.696 -0.452  -0.543
C 2.309 -2.479 1.205  0.035
C 0.763 -5.924 -1.502  -0.449
C -0.571 -1.516 -4.990  -0.565
C -3.725 0.051 -1.053  -0.049
C 0.445 3.379 -1.811  -0.290
C -4.599 2.163 0.557  -0.897
C 2.595 -3.805 0.894  -1.437
C 2.024 0.515 3.035  -0.104
C -0.030 0.435 -3.641  -0.716
C -1.428 -1.333 -2.740  -0.436
C 1.802 2.821 0.762  -2.445
C 0.402 0.737 0.155  0.747
C 0.522 -0.437 1.083  0.897
C 0.081 -0.291 -4.829  -0.814
C -5.511 1.186 0.112  -0.331
C -1.355 -2.027 -3.939  -1.240
C 0.518 4.600 -2.475  -1.361
C 0.467 -1.315 3.437  -0.187
C -2.770 0.953 -0.548  -0.220
C 0.491 2.112 0.908  0.732
C 2.361 0.446 4.391  0.333
C 0.820 -1.459 4.774  -1.436
C -3.239 1.979 0.287  -0.362
C 0.167 -4.539 -1.840  -0.270
C 1.818 -0.551 5.229  0.196
C 1.212 -1.766 0.574  -0.442
C 3.194 0.677 6.570  -0.422
C -0.846 -0.053 -2.617  0.825
C 0.838 -3.667 -0.840  0.497
C 1.799 -4.384 -0.110  0.496
C -0.761 2.689 -1.801  0.408
C -5.073 0.069 -0.641  -0.916
C 3.370 1.228 5.160  -0.631
C 1.027 -0.342 2.564  -0.662
C 0.631 -2.332 -0.542  0.024
C -0.555 5.035 -3.253  -0.682
C -1.756 4.286 -3.295  -0.721
C -1.876 3.130 -2.532  -1.074
H 1.840 3.734 0.134  0.492
H 0.561 1.341 -3.464  0.378
H -5.746 -0.707 -1.038  0.419
H -1.870 -2.997 -4.026  0.441
H -1.868 -1.802 -1.846  0.797
H 0.041 -6.636 -1.055  0.246
H 0.421 -4.332 -2.893  0.196
H -0.488 -2.122 -5.926  0.385
H -0.064 -1.725 -1.120  -0.181
H 4.408 1.068 4.808  0.307
H -2.627 4.589 -3.897  0.421
H 1.293 2.924 -1.319  1.364
H -2.802 2.533 -2.468  0.375
H -0.580 -0.697 1.192  0.293
H 3.135 2.299 5.164  0.242
H -2.498 2.642 0.686  0.401
H -0.304 -2.005 3.060  0.404
H -6.600 1.323 0.269  0.365
H 4.087 0.257 7.023  0.263
H -4.975 3.065 1.059  0.421
H -0.931 -4.571 -1.756  0.180
H 3.354 -4.416 1.374  0.464
H 2.747 1.354 7.294  0.284
H 1.415 5.195 -2.359  0.475
H 1.286 -6.439 -2.337  0.256
H 0.719 0.124 -5.622  0.424
H 2.567 2.144 0.359  0.526
H 1.241 0.726 -0.589  0.717
H 2.902 -2.054 2.022  0.419
H 2.127 3.169 1.739  0.625
H -0.495 5.974 -3.828  0.386
H 0.416 -2.204 5.477  0.393
H 2.489 1.265 2.413  0.619
H -3.423 -0.664 -1.831  0.350

---

[3]
Entry from OMol25: a molecular structure, C38H35AsBr4CrN3O2S2 (ωB97M-V/def2-TZVPD).

Output
energy relative to the best compared isomer or geometry (same formula, charge and spin): 1.4 kcal/mol
strongest force on any atom: 0.75 eV/Å
gap between HOMO and LUMO (spin up / spin down): 6.949 / 6.854 eV
multiplicity: 4

Each line ends with the Mulliken charge.
Cartesian coordinates (Å):
Br 4.015 -4.060 -0.594  -0.187
Br -0.815 -2.826 -3.453  -0.168
Br 1.934 -4.722 -3.097  -0.157
Br 3.239 -1.576 1.529  -0.189
As -1.499 -2.337 1.739  1.911
Cr -0.963 0.543 0.157  -0.365
S 2.814 2.206 -1.801  -0.235
S -0.805 4.178 3.078  -0.185
O 0.643 -0.268 0.721  -0.495
O -0.922 -0.702 -1.294  -0.457
N -2.165 -0.620 1.218  0.338
N -0.812 2.315 1.382  0.933
N 0.446 1.914 -0.961  0.092
C -1.036 -2.236 3.679  -0.074
C 1.213 1.625 -1.982  0.864
C 0.139 -1.501 -1.187  0.393
C -0.611 -2.307 6.474  0.577
C -2.817 2.237 2.841  -0.653
C -4.803 -1.198 -1.394  -1.064
C 1.127 2.646 -0.004  -0.072
C -5.494 -4.845 2.451  0.586
C -1.529 2.814 2.358  0.335
C -3.192 -0.491 0.281  2.166
C -0.178 0.152 3.652  -0.661
C -3.201 -3.280 2.034  0.593
C 1.578 -3.315 -1.892  0.422
C 1.008 -1.244 -0.112  -0.795
C 0.766 0.904 -3.210  -1.152
C -0.589 -1.099 4.369  0.602
C -4.556 -5.200 1.489  -1.242
C -4.154 -2.884 2.978  0.850
C -1.255 -4.808 3.735  -2.042
C 2.425 2.893 -0.284  -0.473
C 2.153 -2.003 0.049  0.313
C -0.432 -2.331 7.968  -1.610
C 2.446 -3.044 -0.842  0.409
C -3.378 0.814 -0.222  0.071
C -0.416 -1.142 5.746  -0.839
C -6.728 -5.676 2.676  -1.662
C -1.086 -3.453 4.381  0.558
C -3.418 -4.435 1.262  0.715
C -4.959 0.103 -1.882  -0.796
C -0.905 -3.457 5.763  -0.895
C 0.336 3.046 1.152  -0.806
C -2.484 -4.853 0.150  -1.292
C -4.031 -1.629 3.804  -1.307
C 0.423 -2.538 -2.061  0.177
C -4.228 1.104 -1.295  -1.181
C 0.504 4.100 1.984  -0.070
C -5.281 -3.680 3.173  -1.167
C -3.945 -1.501 -0.364  -0.741
H 0.735 1.594 -4.055  0.479
H -6.017 -3.373 3.911  0.453
H -5.635 0.312 -2.700  0.395
H 1.296 4.831 1.978  0.482
H -2.806 1.158 2.678  -0.124
H -6.982 -5.724 3.736  0.394
H -2.966 2.446 3.899  0.427
H -0.306 1.033 4.288  0.533
H -5.025 -1.236 4.027  0.564
H -1.008 -1.536 8.447  0.363
H 1.449 0.089 -3.454  0.309
H 3.157 3.400 0.324  0.482
H -6.591 -6.695 2.312  0.402
H -7.588 -5.250 2.153  0.286
H -0.099 -0.238 6.259  0.430
H -0.756 -3.283 8.388  0.374
H -5.353 -2.009 -1.856  0.449
H -2.277 -5.183 3.817  0.274
H -1.486 -5.105 0.511  0.246
H -0.592 -5.516 4.236  0.664
H -0.978 -4.405 6.290  0.427
H -0.738 0.282 2.743  -0.388
H -4.717 -6.093 0.893  0.349
H -4.313 2.129 -1.638  0.476
H -0.223 0.486 -3.038  0.058
H -2.884 -5.726 -0.367  0.460
H -3.835 -2.529 -0.080  0.289
H -3.466 -0.859 3.283  -0.428
H 0.877 0.089 3.371  0.344
H -3.656 2.662 2.286  0.349
H -2.348 -4.060 -0.590  0.128
H 0.616 -2.184 8.242  0.313
H -3.522 -1.824 4.753  0.266
H -2.928 1.662 0.294  -0.601
H -0.984 -4.815 2.683  0.199